Version one
C3H8O2 | the ωB97M-V functional and the def2-TZVPD basis

- total charge = 0
- structure (SMILES) = C=O.CCO
- HOMO energy (Ha) = -0.3626
- lowest unoccupied orbital energy (eV) = 0.9
- HOMO-LUMO gap (eV) = 10.746

Last column: Mulliken charge in e.
Positions of all 13 atoms, in Å:
C -0.938 1.604 -1.807  -0.0691
O -2.011 1.710 -1.278  -0.4069
H -0.757 0.772 -2.506  0.2529
H -0.137 2.341 -1.655  0.2057
C 0.761 -1.617 0.541  -1.0224
C -0.052 -0.413 0.960  -0.1681
O 0.611 0.791 0.531  -0.5009
H 0.913 -1.586 -0.542  0.2780
H 0.275 -2.534 0.862  0.3248
H 1.729 -1.554 1.031  0.2666
H -1.040 -0.414 0.506  0.2109
H -0.180 -0.411 2.049  0.3471
H 0.827 1.310 1.308  0.2815

Version two
C3H8O2 | the ωB97M-V functional and the def2-TZVPD basis

- total charge = 0
- structure (SMILES) = O=CO.CC
- HOMO energy (Ha) = -0.4033
- lowest unoccupied orbital energy (eV) = 0.8
- HOMO-LUMO gap (eV) = 11.772

Last column: Mulliken charge in e.
Positions of all 13 atoms, in Å:
O -3.424 -0.015 0.048  -0.4798
C -2.394 -0.495 0.410  0.2416
O -2.175 -0.961 1.658  -0.4137
H -1.599 -0.766 -0.286  0.2952
H -2.841 -0.503 2.205  0.3386
C 1.728 1.032 -0.705  -0.9087
C 1.364 -0.356 -0.243  -0.2676
H 1.670 1.807 0.055  0.2990
H 2.717 1.011 -1.184  0.2866
H 1.171 1.388 -1.581  0.2941
H 1.843 -0.620 0.700  0.2846
H 1.645 -1.064 -1.022  0.2855
H 0.296 -0.457 -0.057  -0.2555

Which of them is most stable? Easy: version two.

Version one
C3H8O2 | the ωB97M-V functional and the def2-TZVPD basis

- total charge = 0
- HOMO energy (Ha) = -0.3149
- lowest unoccupied orbital energy (eV) = 0.3
- HOMO-LUMO gap (eV) = 8.902

Last column: Mulliken charge in e.
Positions of all 13 atoms, in Å:
C -1.599 0.305 0.339  -1.2978
C -0.374 -0.557 -0.196  0.5980
O -0.100 -0.552 -1.515  -0.8529
C 0.683 0.212 0.502  -0.5483
O 2.114 -0.372 -0.430  -0.5826
H -1.547 1.361 0.037  0.3546
H -1.771 0.256 1.431  0.3746
H -2.446 -0.150 -0.161  0.3219
H -0.522 -1.566 0.258  0.2026
H 1.361 -0.564 -1.224  0.4216
H 0.724 1.245 0.173  0.2945
H 0.789 0.048 1.580  0.3530
H 2.688 0.334 -0.794  0.3608

Version two
C3H8O2 | the ωB97M-V functional and the def2-TZVPD basis

- total charge = 0
- structure (SMILES) = C[C@@H](O)CO
- HOMO energy (Ha) = -0.3726
- lowest unoccupied orbital energy (eV) = 0.8
- HOMO-LUMO gap (eV) = 10.957

Last column: Mulliken charge in e.
Positions of all 13 atoms, in Å:
C -1.594 0.244 0.312  -1.2541
C -0.313 -0.437 -0.133  0.3916
O -0.262 -0.416 -1.545  -0.5635
C 0.927 0.253 0.415  -0.5303
O 2.049 -0.418 -0.147  -0.5238
H -1.526 1.330 0.186  0.3283
H -1.809 0.020 1.363  0.3583
H -2.426 -0.114 -0.301  0.3229
H -0.309 -1.479 0.228  0.2012
H 0.635 -0.713 -1.765  0.3519
H 0.904 1.307 0.105  0.3416
H 0.952 0.212 1.515  0.2676
H 2.773 0.211 -0.232  0.3083

Version three
C3H8O2 | the ωB97M-V functional and the def2-TZVPD basis

- total charge = 0
- structure (SMILES) = OCCCO
- HOMO energy (Ha) = -0.3680
- lowest unoccupied orbital energy (eV) = 0.9
- HOMO-LUMO gap (eV) = 10.959

Last column: Mulliken charge in e.
Positions of all 13 atoms, in Å:
O -2.276 0.847 0.435  -0.5089
C -1.184 -0.009 0.683  -0.3600
C -0.091 -0.156 -0.412  -0.4301
C 1.396 0.081 -0.230  -0.2641
O 2.116 -1.122 -0.066  -0.5096
H -2.121 1.667 0.732  0.2656
H -0.810 0.514 1.605  0.3279
H -1.705 -0.996 0.580  0.1792
H -0.225 -1.095 -1.030  0.2980
H -0.508 0.661 -1.193  0.2233
H 1.896 0.617 -1.075  0.2417
H 1.661 0.760 0.657  0.2456
H 1.852 -1.768 -0.684  0.2914

Which of them is most stable? Easy: version two.

Version one
C3H8O2 | the ωB97M-V functional and the def2-TZVPD basis

- total charge = 0
- structure (SMILES) = C[C@@H](O)CO
- HOMO energy (Ha) = -0.3730
- lowest unoccupied orbital energy (eV) = 0.9
- HOMO-LUMO gap (eV) = 11.048

Last column: Mulliken charge in e.
Positions of all 13 atoms, in Å:
C 0.561 -0.830 0.976  -1.1805
C 0.476 0.565 0.144  -0.0063
O 1.249 0.634 -1.029  -0.5923
C -0.965 0.713 -0.339  -0.3557
O -1.036 -0.273 -1.373  -0.5735
H 0.130 -1.809 0.645  0.3290
H 0.073 -0.681 1.948  0.3455
H 1.609 -1.072 1.156  0.3159
H 0.815 1.366 0.820  0.3567
H 0.602 0.270 -1.687  0.4574
H -1.667 0.473 0.461  0.2736
H -1.226 1.676 -0.796  0.2817
H -0.621 -1.032 -0.925  0.3486

Version two
C3H8O2 | the ωB97M-V functional and the def2-TZVPD basis

- total charge = 0
- structure (SMILES) = C/C=C/O.O
- HOMO energy (Ha) = -0.3340
- lowest unoccupied orbital energy (eV) = 1.0
- HOMO-LUMO gap (eV) = 10.073

Last column: Mulliken charge in e.
Positions of all 13 atoms, in Å:
C -1.742 0.777 -0.417  -1.0066
C -1.873 -0.250 -1.505  -0.0311
C -0.825 -0.806 -2.077  -0.2428
O -0.873 -1.722 -3.109  -0.5093
H -1.137 1.620 -0.773  0.2779
H -2.695 1.219 -0.117  0.3115
H -1.295 0.363 0.489  0.2594
H -2.849 -0.503 -1.894  0.3044
H 0.190 -0.576 -1.786  0.3280
H -1.429 -2.478 -2.882  0.3086
O 5.210 0.806 4.582  -0.6419
H 4.453 0.702 4.003  0.3195
H 4.865 0.846 5.487  0.3224

Which of them is most stable? Easy: version one.

Version one
C2H6N2O3 | the ωB97M-V functional and the def2-TZVPD basis

- total charge = 0
- HOMO energy (alpha / beta) (Ha) = -0.2581 / -0.2911
- lowest unoccupied orbital energy (alpha / beta) (eV) = 0.1 / 0.3
- HOMO-LUMO gap (alpha / beta) (eV) = 7.122 / 8.257

Last column: Mulliken charge in e.
Positions of all 13 atoms, in Å:
C -1.183 0.399 0.063  0.1950
N -0.139 0.779 0.921  -0.3299
O -2.370 1.036 0.277  -0.4203
O -0.690 0.347 -1.190  -0.3896
H -2.508 1.736 -0.387  0.2772
H -0.328 0.727 1.911  0.2127
H 0.583 1.444 0.635  0.2759
C 0.578 -0.709 -1.164  -0.1490
O 1.390 -1.639 0.748  -0.3680
N 1.347 -0.477 -0.001  -0.2599
H 2.084 -1.477 1.402  0.3545
H 0.074 -1.677 -1.164  0.3307
H 1.163 -0.487 -2.050  0.2708

Version two
C2H6N2O3 | the ωB97M-V functional and the def2-TZVPD basis

- total charge = 0
- structure (SMILES) = C=[N+]([O-])O.[H]/N=C\O
- HOMO energy (Ha) = -0.3406
- lowest unoccupied orbital energy (eV) = 0.5
- HOMO-LUMO gap (eV) = 9.732

Last column: Mulliken charge in e.
Positions of all 13 atoms, in Å:
C 1.333 -0.481 1.013  -0.6303
N 1.745 0.362 0.191  0.7124
O 1.748 1.562 0.167  -0.6454
O 2.426 -0.293 -0.906  -0.4550
H 1.509 -1.601 0.897  0.2457
H 0.879 0.015 1.900  0.3841
H 1.801 -0.086 -1.634  0.3401
H -1.708 -0.326 -1.613  0.1725
N -1.019 -0.190 -0.999  -0.4754
C -1.507 0.250 0.070  0.1492
O -2.815 0.332 0.361  -0.4921
H -0.994 0.693 0.828  0.3655
H -3.398 -0.239 -0.275  0.3286

Which of them is most stable? Easy: version two.

Version one
C2H6N2O3 | the ωB97M-V functional and the def2-TZVPD basis

- total charge = 0
- structure (SMILES) = NC(=O)NC=O.O
- HOMO energy (Ha) = -0.3708
- lowest unoccupied orbital energy (eV) = 0.6
- HOMO-LUMO gap (eV) = 10.724

Last column: Mulliken charge in e.
Positions of all 13 atoms, in Å:
N -0.784 -1.484 -0.563  -0.3731
C -0.529 -1.478 0.810  0.3809
O -1.320 -1.771 1.644  -0.5377
N 0.831 -1.013 1.089  -0.2059
C 1.371 -0.022 0.235  0.1741
O 1.407 -0.252 -0.989  -0.5878
H 0.062 -1.280 -1.195  0.3114
H -1.701 -1.919 -0.947  0.2191
H 1.078 -0.818 2.118  0.3006
H 2.016 0.752 0.714  0.3179
O -0.687 4.508 -1.571  -0.6270
H -0.658 5.352 -1.130  0.3176
H -1.379 4.510 -2.186  0.3098

Version two
C2H6N2O3 | the ωB97M-V functional and the def2-TZVPD basis

- total charge = 0
- HOMO energy (alpha / beta) (Ha) = -0.3201 / -0.3343
- lowest unoccupied orbital energy (alpha / beta) (eV) = 0.3 / -0.2
- HOMO-LUMO gap (alpha / beta) (eV) = 9.028 / 8.905

Last column: Mulliken charge in e.
Positions of all 13 atoms, in Å:
C 0.168 -0.033 -1.278  -0.7712
C 0.074 -0.813 0.064  -0.2213
N 1.011 1.136 1.003  0.5885
N 0.464 0.057 1.192  -0.4578
O 1.390 2.071 1.624  -0.3113
O 0.085 2.475 3.785  -0.2976
O 1.331 2.122 3.349  -0.1846
H 0.711 -0.668 -2.016  0.2463
H 0.626 0.965 -1.172  0.3116
H -0.898 0.090 -1.602  0.2441
H 0.731 -1.661 0.142  0.3093
H -1.028 -1.039 0.202  0.2095
H -0.532 1.812 4.057  0.3346

Version three
C2H6N2O3 | the ωB97M-V functional and the def2-TZVPD basis

- total charge = 0
- HOMO energy (alpha / beta) (Ha) = -0.3314 / -0.3447
- lowest unoccupied orbital energy (alpha / beta) (eV) = -0.8 / -0.4
- HOMO-LUMO gap (alpha / beta) (eV) = 8.176 / 8.997

Last column: Mulliken charge in e.
Positions of all 13 atoms, in Å:
C -2.586 -0.270 -0.009  -0.4770
N 0.114 -0.573 0.292  -0.3739
N 2.429 -0.180 0.547  -0.3763
C 0.660 0.265 -0.471  0.7729
O -1.518 -0.830 -0.696  -0.4185
O 3.313 0.496 -0.264  -0.3108
O 0.731 1.221 -1.145  -0.4237
H 3.037 1.425 -0.373  0.3199
H 0.298 -1.563 0.221  0.3278
H 2.267 0.369 1.398  0.2474
H -3.508 -0.490 -0.575  0.2496
H -2.518 0.826 0.076  0.2329
H -2.719 -0.698 0.997  0.2297

Version four
C2H6N2O3 | the ωB97M-V functional and the def2-TZVPD basis

- total charge = 0
- structure (SMILES) = N=C(O)O.C#N.O
- HOMO energy (Ha) = -0.3501
- lowest unoccupied orbital energy (eV) = 0.0
- HOMO-LUMO gap (eV) = 9.486

Last column: Mulliken charge in e.
Positions of all 13 atoms, in Å:
N -0.046 0.202 1.502  -0.6177
C -0.367 1.231 0.826  0.7700
O -0.662 2.413 1.393  -0.4709
O -0.509 1.201 -0.482  -0.5080
H -0.017 0.356 2.501  0.1729
H -0.878 3.051 0.701  0.3411
H -0.097 0.308 -0.905  0.2770
C 0.726 -0.710 -2.119  -0.1656
N 0.964 -1.767 -1.672  -0.1700
H 0.707 -0.258 -3.092  0.3759
O -0.250 -2.109 0.238  -0.7786
H -0.113 -1.262 0.830  0.4391
H 0.541 -2.654 0.278  0.3348

Which of them is most stable? Easy: version one.

Version one
CH2N2O2 | the ωB97M-V functional and the def2-TZVPD basis

- total charge = 0
- HOMO energy (alpha / beta) (Ha) = -0.3619 / -0.3620
- lowest unoccupied orbital energy (alpha / beta) (eV) = -1.4 / -1.4
- HOMO-LUMO gap (alpha / beta) (eV) = 8.412 / 8.419

Last column: Mulliken charge in e.
Positions of all 7 atoms, in Å:
C 0.243 -1.708 0.860  0.6040
N -0.855 -0.911 0.741  -0.4228
N -0.077 -1.258 -0.413  -0.0221
O 0.996 -2.351 1.493  -0.4234
O 0.649 -0.276 -1.064  -0.3568
H -0.101 0.419 1.529  0.2478
H 0.072 0.082 -1.758  0.3734

Version two
CH2N2O2 | the ωB97M-V functional and the def2-TZVPD basis

- total charge = 0
- HOMO energy (alpha / beta) (Ha) = -0.3319 / -0.3318
- lowest unoccupied orbital energy (alpha / beta) (eV) = 0.3 / 0.3
- HOMO-LUMO gap (alpha / beta) (eV) = 9.367 / 9.369

Last column: Mulliken charge in e.
Positions of all 7 atoms, in Å:
C 0.173 -1.488 -0.259  0.6168
N -1.144 0.742 0.317  -0.0811
N 1.163 -0.812 -0.202  -0.4212
O -0.886 -1.982 -0.302  -0.4154
O -1.047 2.015 0.361  -0.2769
H -0.269 2.382 0.693  0.3383
H 2.010 -0.858 -0.609  0.2395

Which of them is most stable? Easy: version two.

Version one
CH3Br2P | the ωB97M-V functional and the def2-TZVPD basis

- total charge = 0
- HOMO energy (alpha / beta) (Ha) = -0.3179 / -0.3287
- lowest unoccupied orbital energy (alpha / beta) (eV) = -0.2 / -1.7
- HOMO-LUMO gap (alpha / beta) (eV) = 8.402 / 7.212

Last column: Mulliken charge in e.
Positions of all 7 atoms, in Å:
C -0.098 0.467 0.552  -0.8174
P -4.104 -0.158 -1.126  0.2107
Br -3.768 -1.833 0.248  -0.0827
Br -3.780 1.710 0.129  -0.1398
H 0.810 0.130 0.175  0.3028
H -0.656 -0.133 1.090  0.2998
H -0.607 1.243 0.090  0.2266

Version two
CH3Br2P | the ωB97M-V functional and the def2-TZVPD basis

- total charge = 0
- HOMO energy (Ha) = -0.3622
- lowest unoccupied orbital energy (eV) = 0.3
- HOMO-LUMO gap (eV) = 10.152

Last column: Mulliken charge in e.
Positions of all 7 atoms, in Å:
C -0.564 1.386 -0.001  -0.3393
P 0.495 0.140 1.092  0.0047
Br 0.553 2.880 0.080  -0.0583
Br -2.388 1.880 0.612  -0.0836
H -0.752 0.848 -0.938  0.3650
H -0.234 -0.846 0.484  0.0428
H -0.242 0.095 2.256  0.0686

Version three
CH3Br2P | the ωB97M-V functional and the def2-TZVPD basis

- total charge = 0
- HOMO energy (alpha / beta) (Ha) = -0.3705 / -0.3252
- lowest unoccupied orbital energy (alpha / beta) (eV) = -1.8 / -3.8
- HOMO-LUMO gap (alpha / beta) (eV) = 8.273 / 5.089

Last column: Mulliken charge in e.
Positions of all 7 atoms, in Å:
C -0.814 -0.208 -0.460  -0.5654
P -1.019 -0.791 1.214  0.0690
Br -0.520 1.922 -0.635  -0.1621
Br 3.551 0.430 0.193  -0.0059
H -1.588 -0.373 -1.162  0.3662
H 0.117 -0.548 -0.788  0.2720
H 0.273 -0.432 1.638  0.0263

Which of them is most stable? Easy: version two.

Version one
C2H5N5O | the ωB97M-V functional and the def2-TZVPD basis

- total charge = 0
- structure (SMILES) = Nn1cn/c(=N/O)[nH]1
- HOMO energy (Ha) = -0.2949
- lowest unoccupied orbital energy (eV) = 0.3
- HOMO-LUMO gap (eV) = 8.308

Last column: Mulliken charge in e.
Positions of all 13 atoms, in Å:
N 1.636 1.072 -1.134  -0.7366
N 0.488 0.242 -0.723  0.4333
C -0.314 -0.743 -1.404  0.0145
N -1.077 -1.273 -0.532  -0.4772
C -1.031 -0.730 0.596  0.5428
N -1.632 -0.970 1.659  -0.4754
O -1.223 0.462 2.234  -0.5370
N 0.279 0.110 0.637  -0.3237
H 2.581 0.494 -1.371  0.2652
H 1.554 1.710 -1.958  0.2649
H -0.121 -1.197 -2.430  0.3493
H -1.325 -0.049 3.190  0.3642
H 0.184 0.872 1.235  0.3156

Version two
C2H5N5O | the ωB97M-V functional and the def2-TZVPD basis

- total charge = 0
- HOMO energy (Ha) = -0.3001
- lowest unoccupied orbital energy (eV) = 0.0
- HOMO-LUMO gap (eV) = 8.135

Last column: Mulliken charge in e.
Positions of all 13 atoms, in Å:
C -0.993 0.526 -0.079  0.5806
C 1.068 1.325 0.064  0.0725
H -1.956 -1.554 0.098  0.3074
H -3.578 -0.476 -0.452  0.2478
H 1.913 1.872 0.526  0.3815
H 2.849 -1.196 -0.751  0.2855
H 2.358 -1.151 0.933  0.2880
N -2.837 -0.542 0.169  -0.4698
N -2.245 0.617 -0.285  -0.2935
N -0.171 1.703 0.084  -0.4910
N 1.285 0.009 -0.444  0.1556
N 2.434 -0.545 0.004  -0.5662
O -0.125 -0.589 0.133  -0.4984

Version three
C2H5N5O | the ωB97M-V functional and the def2-TZVPD basis

- total charge = 0
- structure (SMILES) = Cn1nn/c(=N\O)[nH]1
- HOMO energy (Ha) = -0.3271
- lowest unoccupied orbital energy (eV) = -0.4
- HOMO-LUMO gap (eV) = 8.536

Last column: Mulliken charge in e.
Positions of all 13 atoms, in Å:
C -2.211 -0.069 0.403  -0.7039
N -0.964 0.041 -0.523  0.1385
N -0.278 1.284 -0.273  -0.2423
N 0.960 1.127 -0.301  -0.2627
C 1.257 -0.292 -0.159  0.4335
N 2.433 -0.767 -0.036  -0.4114
O 3.338 0.314 0.208  -0.3561
N 0.024 -0.988 -0.273  -0.2386
H -2.982 -0.702 -0.038  0.2565
H -2.515 0.966 0.564  0.3216
H -1.891 -0.427 1.321  0.3511
H 2.845 1.148 0.127  0.4292
H -0.014 -1.635 -1.021  0.2845

Which of them is most stable? Easy: version three.